# C4H6IN2P

C4H6IN2P in the gas phase in a non-equilibrium geometry (ωB97M-V/def2-TZVPD, OMol25).

The geometry in ORCA input format:
```
! RIJCOSX wB97M-V def2-TZVPD def2/J DEFGRID3
* xyz 0 1
C 0.75214 1.93541 0.75791
P 1.24657 0.22048 1.41095
I 3.33782 -0.14973 0.08143
N 0.29012 -0.94928 0.67057
C 0.22579 -1.27842 -0.73616
C -0.58626 -2.37497 -0.81084
N -1.05349 -2.80557 0.40877
C -0.57758 -1.92885 1.27107
H -0.21782 2.28089 0.77884
H 1.37787 2.14094 -0.12785
H 1.20378 2.62157 1.47384
H 0.82385 -0.86268 -1.49229
H -0.78758 -2.86723 -1.74494
H -0.84683 -1.78303 2.33644
*
```

LUMO energy = -0.39 eV
total energy = -24614.7363 eV
structure (SMILES) = CP(I)n1ccnc1
HOMO = -9.219 eV
orbital gap = 8.83 eV

Atomic partial charges in e from the Löwdin method, atoms 1 to 4:
1 C -0.342
2 P 0.559
3 I 0.372
4 N -0.398



# C38H33BrN4O2P2PtS

A molecular structure, C38H33BrN4O2P2PtS (ωB97M-V/def2-TZVPD, OMol25).

The geometry in ORCA input format:
```
! RIJCOSX wB97M-V def2-TZVPD def2/J DEFGRID3
* xyz 2 1
Pt -0.32072 -0.66883 -1.32882
N 1.58183 3.18040 -1.74998
C 0.79901 2.10113 -1.57474
S 1.62058 0.54360 -1.50797
N -0.48162 2.24753 -1.44553
N -1.21436 1.08234 -1.38719
C -2.50947 1.18728 -1.36736
C -3.49443 0.16789 -1.29750
C -4.83912 0.61505 -1.23114
C -5.87888 -0.26748 -1.16311
C -5.60189 -1.64401 -1.17861
C -4.31282 -2.11271 -1.24624
C -3.22737 -1.22352 -1.29849
O -2.02214 -1.75150 -1.36603
H 2.57459 3.08532 -1.61311
H 1.19358 4.08440 -1.51475
H -2.85173 2.21675 -1.42522
H -5.03069 1.68140 -1.23493
H -6.89845 0.08600 -1.11170
H -6.41953 -2.35246 -1.13969
H -4.09781 -3.17262 -1.25978
O -0.02827 -3.04934 -7.08818
C -0.15012 -2.38051 -5.95077
C -0.69345 -1.09514 -5.85032
C -0.77149 -0.49557 -4.61428
N -0.33947 -1.10726 -3.50543
C 0.17005 -2.32285 -3.63396
Br 0.73652 -2.96304 -1.91641
C 0.30594 -3.02793 -4.79139
H -0.35594 -2.55134 -7.84911
H -1.05048 -0.57183 -6.72711
H -1.18313 0.49780 -4.49153
H 0.73417 -4.01833 -4.83968
C -0.09138 1.12414 1.71197
P -0.21349 -0.53508 0.98101
C 1.04443 -1.65829 1.60629
C 0.83184 -2.18281 2.88709
C 1.75010 -3.06119 3.43618
C 2.87833 -3.42670 2.71415
C 3.11058 -2.88227 1.46006
C 2.20357 -1.99141 0.90829
C -1.79722 -1.19175 1.53214
C -1.99436 -2.57431 1.56321
C -3.21203 -3.09004 1.96643
C -4.24917 -2.23416 2.31988
C -4.07262 -0.86089 2.25815
C -2.85048 -0.33775 1.86091
P 1.37977 2.00591 2.54813
C 1.56923 3.50527 1.51458
C 0.43685 4.22955 1.13319
C 0.55269 5.47183 0.52717
C 1.80722 6.02610 0.30489
C 2.93775 5.33973 0.72193
C 2.82036 4.09672 1.33020
C 2.90295 1.02924 2.29471
C 3.34034 0.30528 3.40383
C 4.55166 -0.37197 3.37829
C 5.35161 -0.31783 2.24788
C 4.93361 0.40588 1.13744
C 3.71970 1.07262 1.16348
H -0.79637 1.03134 2.54108
H -0.53517 1.82698 1.00415
H -0.05259 -1.91736 3.45122
H 1.57958 -3.46855 4.42349
H 3.58737 -4.12549 3.13797
H 4.00780 -3.13974 0.91367
H 2.42526 -1.53848 -0.04759
H -1.19340 -3.24917 1.28872
H -3.35289 -4.16162 2.01097
H -5.19767 -2.64236 2.64295
H -4.88015 -0.19358 2.52683
H -2.73136 0.73766 1.82268
H -0.55764 3.85306 1.33658
H -0.33928 6.01858 0.24988
H 1.89815 6.99986 -0.15788
H 3.91813 5.77996 0.59541
H 3.71570 3.60289 1.68248
H 2.74134 0.29928 4.30739
H 4.88137 -0.91756 4.25275
H 6.30996 -0.82084 2.23731
H 5.56556 0.46858 0.26064
H 3.42159 1.66007 0.30787
*
```

LUMO energy = -6.85 eV
total energy = -152686.2910 eV
HOMO = -12.793 eV
orbital gap = 5.94 eV

Atomic partial charges in e from the Löwdin method, atoms 1 to 4:
1 Pt 0.967
2 N 0.133
3 C -0.782
4 S 0.681



# C12H34ClIN3P2Pd

A molecular structure, C12H34ClIN3P2Pd in a non-equilibrium geometry (ωB97M-V/def2-TZVPD, OMol25).

The geometry in ORCA input format:
```
! RIJCOSX wB97M-V def2-TZVPD def2/J DEFGRID3
* xyz 3 5
C -0.66954 2.64589 -2.77894
I 0.49527 3.17039 1.01393
H -0.97914 2.06055 -3.64895
H 0.27699 3.18821 -2.95876
H -1.47037 3.32343 -2.42082
Pd -0.23329 1.57560 -1.09158
P 1.78358 0.70622 -1.90058
C 3.20327 1.44402 -1.02825
C 2.30423 -1.04939 -1.96014
H 3.24088 -1.12024 -2.52732
H 3.12823 0.93461 -3.87724
H 1.53331 -1.64383 -2.45688
H 1.41515 0.58410 -4.28589
H 3.34900 0.90970 -0.08303
H 2.47254 -1.42765 -0.94909
C 2.08282 1.16518 -3.64213
H 4.09562 1.34415 -1.66149
H 1.89313 2.23029 -3.78995
H 2.98463 2.49488 -0.81051
P -2.38976 0.95040 -0.41723
C -2.84382 1.64814 1.19676
C -3.61509 1.63980 -1.57159
H -2.71736 -1.35337 -1.11194
H -4.12703 -0.70968 -0.20288
H -2.65636 -1.21192 0.68248
C -3.02814 -0.75705 -0.24548
H -3.54913 1.10859 -2.52789
H -4.60555 1.49526 -1.12208
H -3.93720 1.59019 1.29971
H -2.48570 2.68316 1.24850
H -3.41828 2.70501 -1.72476
H -2.35396 1.05985 1.98266
Cl -0.84983 -0.29335 -2.70581
C 1.28304 0.30411 3.68182
N 0.88425 -0.96535 3.07936
C 1.57339 -2.13523 3.61187
C 0.55920 -0.97405 1.72631
N 0.77722 0.01494 0.90557
N -0.01198 -2.14375 1.28330
C -0.66180 -3.09372 2.16363
C -0.15784 -2.34953 -0.14047
H 1.44176 0.13250 4.75316
H 0.48966 1.05311 3.53073
H 2.22239 0.68335 3.23740
H 0.90371 -2.72237 4.25371
H 1.96689 -2.77389 2.80883
H 2.40538 -1.78893 4.23328
H 1.08871 0.88218 1.37835
H -1.54235 -3.48791 1.63032
H 0.00755 -3.93385 2.39812
H -0.97931 -2.59934 3.09108
H -0.27517 -1.38326 -0.64763
H 0.72663 -2.83454 -0.56509
H -1.03045 -2.97559 -0.33652
*
```

LUMO energy (alpha / beta) = -11.06 / -13.64 eV
total energy = -60115.1430 eV
HOMO (alpha / beta) = -17.540 / -18.757 eV
orbital gap (alpha / beta) = 6.48 / 5.12 eV

Atomic partial charges in e from the Löwdin method, atoms 1 to 4:
1 C -0.140
2 I 0.788
3 H 0.013
4 H 0.036



# C21H37N3OS

C21H37N3OS in the gas phase (ωB97M-V/def2-TZVPD, OMol25).

The geometry in ORCA input format:
```
! RIJCOSX wB97M-V def2-TZVPD def2/J DEFGRID3
* xyz 0 1
C -5.35875 3.61053 0.90092
C -5.10168 2.38540 0.02594
C -6.41748 1.86022 -0.54223
C -4.37968 1.29974 0.84226
N -3.71944 0.33087 -0.02464
C -2.35591 0.72246 -0.37356
C -1.34593 0.45574 0.75277
N -1.36218 -0.92374 1.20378
C -0.55206 -1.82151 0.40440
C 0.89459 -1.57754 0.70124
C 1.49787 -1.49362 1.91603
C 2.88398 -1.23365 1.82695
C 3.32944 -1.12668 0.54704
C 4.71125 -0.85904 0.05304
N 4.71228 0.28438 -0.84285
C 5.90254 0.41061 -1.65885
C 7.12575 0.92400 -0.88963
C 6.79198 2.26500 -0.24040
C 5.54945 2.11977 0.63483
C 4.39408 1.54187 -0.19206
S 2.03337 -1.33010 -0.58384
C -2.70958 -1.34487 1.52446
C -3.77565 -1.05789 0.44173
C -3.70913 -2.03956 -0.73818
C -4.85666 -1.81212 -1.72557
O -4.71036 -0.62165 -2.45202
H -5.88161 4.37751 0.33472
H -5.97191 3.34083 1.75871
H -4.42428 4.03221 1.26559
H -4.45524 2.67940 -0.80740
H -6.89162 2.61932 -1.16010
H -7.10037 1.60230 0.26545
H -6.25504 0.97883 -1.15462
H -5.11902 0.78527 1.46099
H -3.66527 1.78209 1.52326
H -2.35534 1.78400 -0.62688
H -2.06021 0.16842 -1.26821
H -0.33754 0.70516 0.41911
H -1.57975 1.08398 1.61957
H -0.70258 -1.71930 -0.68180
H -0.81196 -2.84777 0.68415
H 0.96455 -1.60557 2.84223
H 3.52612 -1.13554 2.68504
H 5.37396 -0.74401 0.92740
H 5.06392 -1.72223 -0.52265
H 6.11631 -0.55963 -2.11414
H 5.66531 1.11603 -2.46244
H 7.40618 0.20085 -0.12029
H 7.96931 1.03073 -1.57364
H 7.63624 2.62015 0.35507
H 6.59726 3.00367 -1.02231
H 5.76789 1.45718 1.47536
H 5.25417 3.08800 1.04235
H 3.51577 1.38930 0.43978
H 4.12683 2.25280 -0.98085
H -2.70144 -2.40968 1.76504
H -2.99651 -0.79693 2.43128
H -4.75928 -1.19953 0.90752
H -3.77205 -3.05595 -0.34556
H -2.77053 -1.94326 -1.28106
H -5.81378 -1.81293 -1.17814
H -4.88532 -2.62069 -2.46187
H -4.45911 0.06064 -1.80246
*
```

LUMO energy = 0.76 eV
total energy = -39730.2111 eV
structure (SMILES) = CC(C)CN1CCN(Cc2ccc(CN3CCCCC3)s2)C[C@@H]1CCO
HOMO = -7.798 eV
orbital gap = 8.55 eV

Atomic partial charges in e from the Löwdin method, atoms 1 to 4:
1 C -0.081
2 C -0.412
3 C -0.064
4 C -0.170



# C3H3ClO2

C3H3ClO2 in the gas phase in a non-equilibrium geometry (ωB97M-V/def2-TZVPD, OMol25).

The geometry in ORCA input format:
```
! RIJCOSX wB97M-V def2-TZVPD def2/J DEFGRID3
* xyz 0 1
C -0.86583 -0.82555 -0.27881
C -0.86663 0.49499 -0.59312
C 1.02995 0.46068 0.68453
O -0.03406 -1.38741 0.47754
O 0.03368 1.22080 0.25109
Cl 2.40943 -0.00967 -0.35124
H -1.64829 -1.52781 -0.63672
H -1.51690 0.89064 -1.20653
H 1.45866 0.68332 1.65325
*
```

LUMO energy (alpha / beta) = -0.56 / -0.56 eV
total energy = -19773.2947 eV
HOMO (alpha / beta) = -8.393 / -8.393 eV
orbital gap (alpha / beta) = 7.83 / 7.83 eV

Atomic partial charges in e from the Löwdin method, atoms 1 to 4:
1 C -0.326
2 C -0.072
3 C -0.453
4 O -0.042



# C5H11N

2 unconnected molecules or ions with the total composition C5H11N in a non-equilibrium geometry (ωB97M-V/def2-TZVPD, OMol25).

The geometry in ORCA input format:
```
! RIJCOSX wB97M-V def2-TZVPD def2/J DEFGRID3
* xyz 0 1
C -0.52313 -3.43938 -2.11397
C -1.15045 -2.91782 -1.06349
C -1.13618 -1.42135 -0.80585
H -0.70627 -4.40975 -2.56546
H 0.40902 -3.02109 -2.48983
H -1.55733 -3.55294 -0.28164
H -2.14169 -1.08979 -0.57378
H -0.52360 -1.27768 0.09570
H -0.53923 -1.02570 -1.62301
C 2.24532 2.50994 1.51718
N 1.11146 2.13078 1.92130
C -0.01270 2.94040 1.44615
H 3.05431 1.77636 1.42982
H 2.51243 3.38170 0.90639
H -0.41296 3.50524 2.29896
H -0.80529 2.22552 1.22909
H 0.17631 3.68555 0.67245
*
```

LUMO energy = 1.05 eV
total energy = -6850.5475 eV
structure (SMILES) = C=CC.C=NC
HOMO = -8.974 eV
orbital gap = 10.02 eV

Atomic partial charges in e from the Löwdin method, atoms 1 to 4:
1 C -0.039
2 C -0.245
3 C -0.113
4 H 0.043